1.
DFT (ωB97M-V/def2-TZVPD) results for the molecule C4H6N2O2 in a non-equilibrium geometry.

Cartesian coordinates (Å):
O: -2.10 -0.08 -0.23
O: -0.17 -1.52 -0.13
N: -0.28 1.69 0.88
N: 0.40 -1.03 -1.43
C: 1.19 -0.19 -1.00
C: 1.00 1.37 1.06
C: 1.66 0.53 0.27
C: -1.47 -1.14 0.28
H: -0.70 2.38 1.72
H: 2.81 0.51 -0.06
H: 1.71 2.05 1.75
H: -1.76 -1.52 1.33
H: -1.01 1.39 0.21
H: 2.05 -0.14 -1.83

Summary:
LUMO energy = 0.5 eV
E_HOMO = -0.3114 Ha
Charge = 0
SMILES = N/C=C\C=N/OC=O
Energy above the lowest of the compared OMol25 structures with the same formula, charge and spin = 591.8 kJ/mol

Partial atomic charges computed with the Löwdin method, in multiples of e: -0.109 -0.118 0.047 0.115 -0.223 -0.277 -0.129 -0.163 0.187 0.130 0.162 0.159 0.071 0.147

***

2.
DFT (ωB97M-V/def2-TZVPD) results for a 12-piece molecular cluster, C51H71N11O5 overall in a non-equilibrium geometry.

Cartesian coordinates (Å):
O: 1.82 -0.23 -3.73
O: 0.11 5.35 3.07
O: 0.44 -5.73 -3.53
O: 2.26 2.04 4.31
O: 0.95 -1.20 0.41
N: -7.28 2.55 -2.66
N: 4.69 -1.37 4.00
N: 0.99 5.54 1.08
N: -1.39 -6.02 -2.17
N: -0.45 3.47 -2.63
N: 0.89 -2.28 -3.86
N: -4.33 -2.75 4.71
N: 4.60 3.02 -0.98
N: 0.62 -5.53 1.84
N: -3.37 -2.44 -1.79
N: 3.41 3.82 3.60
C: 3.25 -2.16 -3.39
C: -4.61 1.86 -2.42
C: -1.58 4.51 -4.49
C: -0.55 -1.91 -3.83
C: 0.09 -0.83 -0.70
C: -2.30 -1.99 3.63
C: 1.21 -4.47 2.35
C: -3.61 -2.33 3.64
C: -2.32 -2.51 6.00
C: -6.14 -2.07 -2.01
C: -5.44 -3.20 -2.53
C: -0.10 5.24 1.84
C: -1.59 3.31 -5.27
C: -5.37 -1.14 -1.32
C: 0.50 1.09 0.48
C: 3.27 3.62 2.18
C: 1.19 -4.20 3.75
C: -0.97 2.20 -4.66
C: -0.63 0.34 -0.14
C: -1.95 -5.94 -0.84
C: -0.09 -6.18 4.00
C: 3.25 3.13 -2.94
C: -5.35 2.01 -1.24
C: 4.67 -2.01 2.78
C: 2.94 2.98 4.54
C: -1.66 -1.99 4.86
C: -5.18 1.92 -3.63
C: 3.72 2.46 -1.80
C: 4.93 -1.25 1.66
C: 0.51 -5.07 4.56
C: 3.40 3.46 6.01
C: -1.37 4.64 1.25
C: -4.06 -1.41 -1.24
C: 1.97 -1.43 -3.73
C: -3.67 -2.92 5.87
C: 5.03 0.13 1.66
C: 1.10 5.35 -0.35
C: -4.08 -3.37 -2.44
C: 0.86 -5.37 -1.25
C: -0.36 2.33 -3.41
C: 4.97 -0.04 4.07
C: 5.02 0.75 2.93
C: 5.07 4.28 -1.18
C: -6.46 2.39 -3.69
C: -1.11 4.55 -3.20
C: -0.07 -5.74 -2.40
C: 3.80 4.41 -3.26
C: 1.24 -0.07 1.21
C: -0.02 -6.45 2.66
C: -6.72 2.31 -1.44
C: 4.76 4.98 -2.33
H: 3.11 -3.23 -3.23
H: 1.16 -3.25 -3.82
H: 2.05 5.68 -0.77
H: 3.64 4.52 5.94
H: -2.07 5.46 1.09
H: 2.41 2.73 -3.49
H: 1.60 -3.26 4.08
H: -1.87 3.36 -6.31
H: 0.24 5.64 -0.96
H: 4.09 2.80 6.53
H: 2.49 3.35 6.61
H: -1.86 -4.95 -0.40
H: 1.04 1.67 -0.27
H: 4.01 -1.96 -4.14
H: -1.10 -2.44 -3.06
H: 1.46 -3.69 1.65
H: 0.77 -6.15 -0.49
H: 5.75 4.76 -0.49
H: 5.37 0.68 0.80
H: 3.57 5.07 -4.09
H: 3.55 4.52 1.63
H: -4.26 -3.38 6.64
H: 5.19 1.77 3.25
H: 3.30 1.53 -1.44
H: 0.90 4.29 -0.55
H: -1.30 0.08 0.68
H: -0.66 -1.58 4.81
H: -1.85 -1.86 2.65
H: -0.83 -0.89 -3.57
H: 3.66 -1.73 -2.47
H: 4.58 -3.09 2.71
H: -7.20 -1.93 -2.11
H: -3.32 -0.65 -1.01
H: -4.68 1.56 -4.52
H: 2.27 3.27 1.92
H: 0.71 -0.58 -1.56
H: 0.56 -4.43 -0.79
H: -3.60 1.51 -2.23
H: 0.83 -0.16 2.21
H: 3.86 2.84 1.69
H: 5.22 5.93 -2.56
H: -6.85 2.52 -4.69
H: -1.91 -6.22 -3.01
H: -1.24 5.49 -2.68
H: -1.63 -6.73 -0.15
H: -4.18 -2.35 2.72
H: -3.53 -4.16 -2.93
H: -0.50 -1.72 -0.89
H: -1.81 -2.54 6.95
H: -0.38 -7.34 2.16
H: -5.87 -0.35 -0.77
H: -5.97 -3.94 -3.12
H: -0.98 -2.09 -4.82
H: 2.31 0.16 1.17
H: -0.58 -6.96 4.58
H: -1.12 4.26 0.26
H: -3.02 -6.00 -1.03
H: 4.96 0.46 5.03
H: 1.91 -5.33 -1.53
H: 5.23 -1.70 0.73
H: -0.85 1.39 -5.36
H: -4.87 1.76 -0.30
H: -0.99 0.90 -1.01
H: -7.37 2.41 -0.58
H: -1.80 3.90 1.92
H: 0.35 1.63 -3.00
H: 4.16 4.43 3.91
H: 1.82 5.60 1.65
H: 0.05 1.82 1.15
H: -2.07 5.35 -4.96
H: 0.59 -4.87 5.62

Summary:
LUMO energy = 0.3 eV
E_HOMO = -0.3272 Ha
Charge = 0
SMILES = CNC(C)=O.CNC(C)=O.CNC(C)=O.CNC(C)=O.c1ccncc1.c1ccncc1.c1ccncc1.c1ccncc1.c1ccncc1.c1ccncc1.c1ccncc1.C1CCOC1

Löwdin population analysis, charges in e, atoms 1 to 99: 0.013 -0.007 -0.015 0.064 -0.156 0.069 0.057 0.002 0.011 0.076 0.042 0.047 0.049 0.042 0.067 0.013 0.013 -0.111 -0.087 -0.054 -0.190 -0.092 -0.139 -0.170 -0.048 -0.028 -0.063 -0.511 -0.050 -0.084 -0.166 -0.084 -0.059 -0.066 -0.196 -0.094 -0.088 -0.047 -0.080 -0.124 -0.556 -0.074 -0.089 -0.145 -0.108 -0.088 0.017 0.012 -0.158 -0.552 -0.141 -0.073 -0.088 -0.153 -0.016 -0.144 -0.142 -0.084 -0.169 -0.172 -0.137 -0.516 -0.027 -0.172 -0.113 -0.126 -0.078 0.073 0.096 0.084 0.064 0.085 0.076 0.098 0.102 0.056 0.065 0.071 0.081 0.095 0.085 0.042 0.092 0.054 0.098 0.095 0.092 0.076 0.095 0.088 0.096 0.043 0.122 0.100 0.099 0.064 0.082 0.097 0.107

***

Number 1: orbital gap 8.99 eV. Number 2: orbital gap 9.24 eV.